Computed, not measured: the molecule C5H10, with ωB97M-V with the def2-TZVPD basis set.

ORCA input file:
```
! wB97M-V def2-TZVPD RIJCOSX def2/J DEFGRID3
* xyz 0 1
C 1.397 -0.726 -0.250
C -0.249 0.006 -0.012
C -1.300 -0.954 -0.497
C -0.238 0.849 1.201
C -0.209 1.476 -0.176
H 2.122 0.077 -0.110
H 1.623 -1.526 0.488
H 1.633 -1.185 -1.247
H -0.228 -1.316 -0.652
H -1.862 -1.570 0.219
H -1.830 -0.767 -1.442
H -1.138 0.948 1.801
H 0.690 0.792 1.755
H -1.094 2.007 -0.521
H 0.733 1.854 -0.550
*
```

Results
**E_HOMO**: -8.97 eV
**E_LUMO**: 1.12 eV
**Frontier orbital gap**: 10.09 eV

Atomic partial charges in e from the Löwdin method, atoms 1 to 5: -0.0336, -0.4862, -0.0437, -0.1076, -0.1049

Computed, not measured: a structure of composition C5H10, with ωB97M-V with the def2-TZVPD basis set.

ORCA input file:
```
! wB97M-V def2-TZVPD RIJCOSX def2/J DEFGRID3
* xyz 0 1
C -1.255 0.384 -1.044
C -0.915 -1.551 0.602
C 1.504 1.192 0.276
C -0.433 -0.473 -0.134
C 0.930 -0.208 0.283
H 1.631 -0.950 -0.099
H -1.997 0.962 -0.480
H -0.655 1.092 -1.619
H -0.892 -1.632 1.684
H -1.739 -2.154 0.214
H 0.645 -1.080 1.262
H -1.804 -0.252 -1.746
H 0.849 1.907 0.780
H 2.478 1.216 0.771
H 1.653 1.547 -0.751
*
```

Results
**E_HOMO**: -8.52 eV
**E_LUMO**: 1.05 eV
**Frontier orbital gap**: 9.56 eV

Atomic partial charges in e from the Löwdin method, atoms 1 to 5: -0.0560, -0.0291, -0.1024, -0.3841, -0.2574

Computed, not measured: the molecule C5H10, with ωB97M-V with the def2-TZVPD basis set.

ORCA input file:
```
! wB97M-V def2-TZVPD RIJCOSX def2/J DEFGRID3
* xyz 0 1
C 1.935 -0.555 0.069
C 0.565 -0.018 -0.352
C 0.105 1.353 -0.020
C -0.645 0.088 0.542
C -1.934 -0.489 -0.078
H 2.237 -0.175 1.077
H 2.732 -0.194 -0.640
H 2.035 -1.644 0.102
H 0.225 -0.231 -1.380
H 0.675 1.951 0.672
H -0.413 1.904 -0.886
H -0.613 -0.028 1.660
H -2.024 -1.557 0.007
H -2.030 -0.246 -1.155
H -2.850 -0.158 0.383
*
```

Results
**E_HOMO**: -9.66 eV
**E_LUMO**: 1.28 eV
**Frontier orbital gap**: 10.94 eV

Atomic partial charges in e from the Löwdin method, atoms 1 to 5: -0.0736, -0.3694, -0.0977, -0.2750, -0.0881

Computed, not measured: a structure of composition C5H10AlOTm, with ωB97M-V with the def2-TZVPD basis set.

ORCA input file:
```
! wB97M-V def2-TZVPD RIJCOSX def2/J DEFGRID3
* xyz 2 3
C -0.017 2.417 -1.448
C -0.740 1.793 -0.736
C -1.749 0.993 -0.041
Al -1.121 -0.922 -0.368
O 0.240 -1.412 0.811
C 1.485 -1.004 0.296
C 2.294 -0.258 1.391
H 0.528 2.798 -2.282
H -2.722 1.168 -0.544
H -1.766 1.267 1.019
H -2.404 -1.935 -0.303
H -0.524 -0.974 -1.835
H 1.269 -0.349 -0.566
H 2.048 -1.910 -0.023
H 2.288 0.817 1.178
H 1.856 -0.420 2.379
H 3.327 -0.609 1.388
Tm -4.292 -1.459 -0.316
*
```

Results
**E_HOMO (spin up / spin down)**: -15.78 / -15.58 eV
**<S²>**: 2.01
**E_LUMO (spin up / spin down)**: -9.82 / -10.65 eV
**Frontier orbital gap (spin up / spin down)**: 5.96 / 4.92 eV

Atomic partial charges in e from the Löwdin method, atoms 1 to 5: 0.1580, -0.2441, -0.2558, 0.4031, -0.0354

Computed, not measured: the molecule C5H10BNO4, with ωB97M-V with the def2-TZVPD basis set.

ORCA input file:
```
! wB97M-V def2-TZVPD RIJCOSX def2/J DEFGRID3
* xyz 0 1
O -1.497 0.921 2.194
C -1.322 -0.047 1.427
O -2.073 -1.143 1.483
C -0.156 -0.063 0.399
B 1.060 -0.695 1.174
O 1.519 -0.217 2.345
O 1.615 -1.861 0.758
C 0.267 1.377 -0.200
C 0.232 1.138 -1.750
C -0.769 -0.125 -1.888
N -0.460 -0.914 -0.731
H -2.008 -1.571 0.636
H 1.461 0.765 2.506
H 2.414 -2.074 1.267
H 1.295 1.635 -0.020
H -0.444 2.177 -0.031
H -0.213 2.078 -2.197
H 1.250 0.813 -2.024
H -1.828 0.193 -1.819
H -0.556 -0.689 -2.805
H 0.213 -1.697 -0.728
*
```

Results
**E_HOMO**: -9.08 eV
**E_LUMO**: 0.31 eV
**Frontier orbital gap**: 9.39 eV

Atomic partial charges in e from the Löwdin method, atoms 1 to 5: 0.0754, -0.4236, 0.1464, -0.2518, -0.6817

Computed, not measured: a structure of composition C5H10BeOP, with ωB97M-V with the def2-TZVPD basis set.

ORCA input file:
```
! wB97M-V def2-TZVPD RIJCOSX def2/J DEFGRID3
* xyz -1 1
C 0.120 -0.494 -1.549
C -0.758 -1.431 -2.112
C -0.417 -2.740 -1.620
C 0.690 -2.625 -0.759
C 1.016 -1.221 -0.608
Be -0.081 1.596 1.811
P -0.471 3.587 1.749
H 0.169 0.577 -1.737
H -1.556 -1.214 -2.819
H -0.939 -3.658 -1.888
H 1.958 -0.840 -0.212
H 1.222 -3.432 -0.260
H -1.638 4.039 2.460
H -0.709 4.093 0.419
H 0.564 4.458 2.242
O 0.206 0.157 1.662
H 0.424 -0.406 0.792
H 0.199 -0.446 2.428
*
```

Results
**E_HOMO (spin up / spin down)**: -1.09 / -0.80 eV
**E_LUMO (spin up / spin down)**: 3.12 / 3.30 eV
**Frontier orbital gap (spin up / spin down)**: 4.21 / 4.10 eV

Atomic partial charges in e from the Löwdin method, atoms 1 to 5: -0.1845, -0.1982, -0.1955, -0.1944, -0.2573